No. 1
ORCA calculation (wB97M-V/def2-TZVPD) on a cluster of 2 separate species, C36H33NO2S in total at a distorted geometry.

Calculated values
- 2S+1 = 1
- HOMO (eV) = -4.45
- Kohn-Sham gap (Ha) = 0.07107

The geometry in XYZ format:
```
73
Properties=species:S:1:pos:R:3:forces:R:3:lowdin_charge:R:1
C 5.24646 -1.03886 2.59780 -0.2 0.3 0.0 -0.07
C 5.49257 -0.13715 1.55358 -0.1 0.0 0.3 -0.06
C 4.61677 0.92279 1.32310 -0.2 -0.1 0.1 -0.05
C 3.48077 1.08248 2.12400 0.2 -0.3 0.2 -0.23
C 2.55921 2.24405 1.84496 0.0 0.2 -0.4 -0.09
N 1.14358 1.98604 2.20105 -0.7 -0.9 -0.4 -0.07
C 0.50183 2.87346 3.20221 0.4 -0.2 0.4 -0.08
C -0.72992 3.56395 2.67934 -0.3 0.3 -0.2 -0.24
C -1.83647 3.74021 3.51610 0.0 -0.2 -0.4 -0.04
C -3.02757 4.24869 2.99395 0.1 0.2 -0.1 -0.07
C -3.10387 4.61900 1.64609 0.2 -0.2 0.1 -0.07
C -1.97819 4.48515 0.82326 0.1 0.1 0.3 -0.07
C -0.77768 4.00807 1.35588 -0.4 -0.2 0.0 -0.04
C 0.45871 1.00044 1.62672 0.9 0.8 0.2 0.01
C -0.84332 0.62925 2.02895 -0.9 -0.6 0.0 -0.04
C -1.78654 0.12846 1.15475 1.1 0.8 0.4 0.05
C -3.17000 -0.08239 1.50210 -1.3 -0.3 0.5 -0.20
C -4.16165 -0.26899 0.49978 0.6 0.1 0.4 -0.01
C -5.49448 -0.47584 0.83902 -0.1 0.0 0.3 -0.06
C -5.88630 -0.50603 2.18793 0.5 0.1 -0.3 -0.05
C -4.92583 -0.31245 3.19042 0.1 0.0 -0.1 -0.06
C -3.58859 -0.10391 2.85880 -0.1 0.0 -0.4 -0.01
C 3.24027 0.19909 3.17896 0.2 -0.2 -0.2 -0.03
C 4.11482 -0.87108 3.40469 0.0 0.2 -0.1 -0.06
H 5.93692 -1.86439 2.78422 -0.3 0.2 -0.1 0.11
H 6.37065 -0.26104 0.91962 -0.2 0.0 0.2 0.11
H 4.78886 1.63740 0.51472 0.1 -0.3 0.1 0.11
H 2.86799 3.13758 2.40254 -0.1 -0.2 -0.2 0.13
H 2.60754 2.49262 0.77217 -0.1 0.0 0.3 0.14
H 0.25510 2.27654 4.09419 0.1 0.2 -0.2 0.13
H 1.26197 3.60733 3.49732 -0.2 -0.3 0.0 0.13
H -1.75802 3.44884 4.56724 -0.2 0.0 -0.3 0.12
H -3.89852 4.35388 3.64329 0.3 0.0 -0.2 0.11
H -4.03461 5.01950 1.23734 0.3 -0.2 0.1 0.11
H -2.02573 4.75247 -0.23370 0.0 0.0 0.3 0.11
H 0.11604 3.93427 0.72977 -0.4 -0.1 0.1 0.12
H 0.95281 0.46010 0.80608 -0.1 0.4 0.3 0.17
H -1.10091 0.77656 3.08573 0.0 0.2 -0.6 0.11
H -1.50629 0.02280 0.10134 -0.1 -0.1 0.3 0.14
H -3.84954 -0.24090 -0.54681 -0.2 -0.1 0.3 0.12
H -6.23998 -0.61776 0.05482 0.3 0.0 0.2 0.11
H -6.93070 -0.67670 2.45467 0.3 0.0 -0.1 0.11
H -5.21983 -0.32672 4.24083 0.1 0.0 -0.3 0.11
H -2.84876 0.03003 3.65032 -0.4 -0.1 -0.2 0.11
H 2.36085 0.33326 3.81558 0.3 -0.1 -0.2 0.11
H 3.90357 -1.56965 4.21485 0.1 0.2 -0.3 0.11
C -5.09082 -6.50656 4.49719 0.2 0.1 -0.1 -0.10
C -4.13884 -7.53134 4.45364 0.0 0.2 -0.1 -0.09
C -3.02376 -7.42150 3.61899 -0.2 0.3 0.1 -0.06
C -2.85936 -6.27219 2.84352 0.0 0.2 0.1 -0.28
S -1.46028 -6.14479 1.70840 0.5 0.6 1.6 0.63
C -0.25740 -5.28039 2.60015 -1.1 -0.4 0.3 -0.26
C 1.05056 -5.09606 2.13331 0.3 0.1 -0.2 -0.32
C 2.04168 -4.47567 2.96959 -0.1 -0.2 -0.4 -0.08
C 3.33065 -4.25398 2.50103 -0.3 -0.1 -0.2 -0.16
C 3.69257 -4.62363 1.19648 0.2 0.1 0.0 -0.16
C 2.74252 -5.24591 0.36927 0.1 0.2 0.4 -0.13
C 1.45585 -5.48324 0.81513 0.2 0.1 0.2 -0.07
O -1.09673 -7.52556 1.46087 0.1 -0.2 -0.6 -0.35
O -1.96292 -5.34124 0.61421 -0.2 -0.1 -0.8 -0.37
C -3.80970 -5.24921 2.86654 -0.1 -0.2 0.3 -0.07
C -4.92366 -5.36603 3.70201 0.1 -0.2 0.0 -0.10
H -5.96382 -6.59726 5.14692 0.3 0.0 -0.2 0.10
H -4.26231 -8.42749 5.06180 0.0 0.2 -0.1 0.10
H -2.29540 -8.22738 3.55747 -0.1 0.2 0.0 0.11
H -0.54379 -5.07502 3.62805 0.1 -0.1 -0.2 0.06
H 1.74150 -4.18940 3.98338 0.2 -0.1 -0.3 0.09
H 4.06666 -3.78414 3.15859 -0.1 -0.2 -0.2 0.07
H 4.70393 -4.43089 0.83271 -0.3 -0.1 0.1 0.07
H 3.02440 -5.54794 -0.63781 0.0 0.0 0.1 0.09
H 0.74057 -5.97270 0.15609 0.1 0.1 0.2 0.09
H -3.68558 -4.37995 2.22278 0.1 -0.2 0.1 0.10
H -5.66224 -4.56373 3.71684 0.1 -0.2 0.0 0.09
```
Forces are in eV/Å.

No. 2
ORCA calculation (wB97M-V/def2-TZVPD) on a structure of composition C36H34AsN4O9Rb.

Calculated values
- net charge = -2
- 2S+1 = 1
- HOMO (eV) = -2.78
- energy relative to the best compared isomer or geometry (same formula, charge and spin) (kJ/mol) = 113.52
- Kohn-Sham gap (Ha) = 0.24060

The geometry in XYZ format:
```
85
Properties=species:S:1:pos:R:3:forces:R:3:lowdin_charge:R:1
Rb 0.22668 -0.64722 -0.40781 0.3 -0.4 -0.5 0.95
O 0.42212 -4.13441 0.90897 -0.1 0.0 0.1 -0.09
C -0.14650 -4.16240 2.20333 0.1 0.1 -0.1 -0.26
C 0.63942 -3.30439 3.17898 -0.1 0.1 -0.1 -0.18
N 0.57899 -1.91513 2.78138 0.0 0.2 0.1 -0.17
C -0.60286 -1.18487 3.22555 0.0 0.0 0.0 -0.11
C -1.10846 -0.31780 2.06136 -0.5 0.5 0.4 -0.78
O -0.46691 0.74965 1.82866 0.0 -0.1 0.2 -0.22
O -2.06917 -0.75993 1.39541 0.2 0.0 0.1 -0.09
C 1.83440 -1.20433 2.92383 0.0 -0.2 -0.2 -0.12
C 2.90477 -1.71678 1.92414 0.0 0.0 -0.1 -0.69
O 4.09471 -1.59791 2.26945 -0.2 0.0 -0.1 -0.05
O 2.44585 -2.17669 0.83298 0.3 0.1 0.2 -0.14
H 1.05700 -3.38103 0.87096 0.1 0.0 0.0 0.03
H -0.16234 -5.20055 2.55621 0.0 -0.1 0.0 0.10
H -1.18358 -3.79991 2.17246 0.0 0.0 0.0 0.10
H 1.68372 -3.62606 3.15285 0.0 0.0 0.0 0.13
H 0.26468 -3.46692 4.20601 0.0 0.0 0.0 0.12
H -0.38748 -0.55833 4.10641 0.0 0.0 0.0 0.11
H -1.39260 -1.89086 3.48223 0.0 -0.1 0.0 0.11
H 2.24504 -1.25669 3.94382 0.0 0.0 0.1 0.12
H 1.65847 -0.15278 2.68474 0.0 0.0 0.0 0.10
O 0.46792 1.92634 -2.82942 0.0 0.1 0.2 0.02
C 0.52969 1.89021 -4.03795 0.0 0.0 -0.1 -0.25
C 0.65651 0.71564 -4.89065 0.0 -0.2 0.2 -0.12
C 0.75958 0.92792 -6.24830 0.0 0.1 -0.2 0.02
C 0.90649 -0.12354 -7.14120 0.0 -0.1 0.1 -0.19
C 0.96461 -1.45541 -6.64860 0.0 0.1 -0.1 -0.02
C 0.86332 -1.70194 -5.32012 0.0 0.0 0.1 0.00
C 0.69036 -0.63936 -4.33541 0.0 0.1 0.0 -0.39
O 0.57923 -0.88000 -3.12685 0.0 -0.1 -0.3 -0.13
N 1.00400 0.13303 -8.53552 0.0 0.0 0.0 -0.39
O 1.12143 -0.81899 -9.30726 0.0 -0.1 0.0 0.00
O 0.96837 1.29513 -8.94065 0.0 0.1 0.1 0.00
H 0.49233 2.84451 -4.61485 0.0 0.0 0.0 0.11
H 0.72945 1.94018 -6.63742 0.0 0.0 0.0 0.12
H 1.09481 -2.25683 -7.36281 0.0 0.0 0.0 0.10
H 0.91157 -2.71314 -4.93172 0.0 0.1 0.0 0.11
N -6.23045 -3.22468 -1.86971 0.0 0.1 0.1 0.08
C -4.87366 -2.94296 -1.70793 0.1 0.0 0.0 -0.34
C -4.02438 -3.83388 -1.05537 -0.1 0.0 0.0 -0.03
C -2.69347 -3.48903 -0.88743 0.1 0.1 0.0 -0.13
N -2.17297 -2.34784 -1.32776 0.1 0.1 0.0 0.03
C -2.99115 -1.49341 -1.93410 0.1 -0.1 0.0 -0.14
C -4.33501 -1.73758 -2.15151 -0.1 -0.1 0.0 -0.03
H -6.47454 -4.19910 -1.85024 0.0 -0.1 0.0 0.08
H -6.68883 -2.71337 -2.60300 0.0 0.0 -0.1 0.08
H -4.40314 -4.78228 -0.68820 0.0 0.0 0.0 0.10
H -2.00042 -4.15266 -0.37618 0.0 0.0 0.0 0.10
H -2.53988 -0.56472 -2.27476 -0.1 0.0 0.0 0.11
H -4.95815 -1.00994 -2.66186 0.1 0.0 0.1 0.10
C 2.39954 7.85532 2.90230 -0.1 -0.1 0.0 -0.12
C 1.07840 7.50796 3.15933 0.0 0.0 0.0 -0.11
C 0.62730 6.22577 2.87673 0.0 -0.1 0.0 -0.13
C 1.47625 5.24675 2.35188 -0.1 0.0 0.0 -0.36
C 2.78995 5.62518 2.07108 -0.1 0.0 0.0 -0.11
C 3.24927 6.90909 2.34871 -0.1 0.0 0.0 -0.10
As 0.70564 3.44823 1.88708 0.2 0.1 0.0 1.38
C -0.00683 3.07937 3.67990 0.0 -0.1 0.1 -0.38
C -1.28165 3.57594 3.94734 0.0 0.0 0.0 -0.14
C -1.89129 3.37062 5.17772 0.0 0.0 0.1 -0.10
C -1.24236 2.63389 6.16059 0.0 0.1 -0.1 -0.11
C 0.00722 2.09397 5.88901 0.0 0.0 0.0 -0.10
C 0.61884 2.31372 4.66040 -0.1 0.0 0.0 -0.10
C 2.41710 2.50064 1.84136 0.1 0.1 -0.1 -0.41
C 3.38965 2.61307 2.83449 0.0 0.0 -0.1 -0.15
C 4.63943 2.03127 2.67774 0.0 0.0 0.0 -0.08
C 4.94981 1.35063 1.50958 0.0 0.0 0.0 -0.09
C 4.00701 1.25795 0.49948 0.0 -0.1 0.0 -0.07
C 2.74724 1.81608 0.66833 0.0 0.1 0.1 -0.12
H 2.75837 8.85265 3.12615 0.0 0.0 0.0 0.09
H 0.39602 8.24077 3.57553 0.0 0.0 0.0 0.09
H -0.40902 5.97960 3.07662 0.0 0.0 0.0 0.08
H 3.47136 4.90948 1.62978 0.0 0.0 0.0 0.09
H 4.27724 7.17085 2.12538 0.0 0.0 0.0 0.09
H -1.82483 4.09904 3.16696 0.0 0.0 0.0 0.09
H -2.88156 3.77124 5.36164 0.0 0.0 0.0 0.09
H -1.71867 2.46328 7.11896 0.0 0.0 0.0 0.09
H 0.50843 1.48091 6.63073 0.0 0.0 0.0 0.10
H 1.57148 1.84642 4.45987 0.1 0.0 0.0 0.08
H 3.18770 3.19230 3.72499 -0.1 0.0 0.1 0.10
H 5.37439 2.11180 3.46990 0.0 0.0 0.0 0.10
H 5.91841 0.88194 1.39431 0.0 0.0 0.0 0.10
H 4.23590 0.71438 -0.40839 0.0 0.0 0.0 0.11
H 2.03030 1.73169 -0.13827 -0.1 0.1 0.0 0.08
```
Forces are in eV/Å.

No. 3
ORCA calculation (wB97M-V/def2-TZVPD) on the molecule C36H34BClO2S at a distorted geometry.

Calculated values
- 2S+1 = 1
- HOMO (eV) = -4.74
- energy relative to the best compared isomer or geometry (same formula, charge and spin) (kJ/mol) = 314.67
- Kohn-Sham gap (Ha) = 0.12027

The geometry in XYZ format:
```
75
Properties=species:S:1:pos:R:3:forces:R:3:lowdin_charge:R:1
C -2.88828 3.15851 2.48652 -0.3 0.1 0.3 -0.13
C -1.81798 2.24079 1.98603 0.1 -0.6 -0.7 -0.56
C -1.62152 1.66984 0.69849 0.2 0.6 0.8 -0.12
C -0.30964 1.27898 0.49525 -0.1 -0.7 -0.9 -0.10
C 0.58852 1.10793 1.68793 -2.8 4.3 -0.7 -0.44
B -2.67370 -2.31252 3.56702 2.9 3.7 -1.6 -0.49
C 1.86315 2.02992 1.58526 0.0 -0.1 0.0 -0.20
C 2.46947 2.37908 0.36747 0.5 -0.5 -0.2 -0.05
C 3.81911 2.78888 0.33237 -0.3 0.7 1.0 -0.09
C 4.38207 3.30868 1.51236 -1.0 -0.8 0.3 -0.68
Cl 6.08106 3.63439 1.60385 0.0 0.3 -0.1 0.65
C 3.59593 3.40408 2.68376 -0.2 -0.7 -0.4 -0.08
C 2.39213 2.65260 2.71912 1.3 0.8 0.5 -0.07
O -3.23597 -1.04156 3.79908 -0.5 -1.7 -0.6 0.11
C -4.44267 -1.07279 2.99395 -0.7 -0.3 0.7 -0.45
C -5.52447 -1.54231 3.98459 -0.1 -0.2 -0.2 -0.01
C -4.76429 0.33330 2.53441 0.2 0.2 -0.5 -0.01
C -4.10169 -2.14821 1.87567 -0.5 0.7 -0.1 -0.43
C -5.25313 -2.96594 1.37075 -0.6 -0.1 0.0 -0.01
C -3.44352 -1.51503 0.63447 0.4 0.0 -0.2 0.00
O -3.21715 -3.06274 2.58323 -0.3 0.2 0.2 0.17
S -0.41880 2.06333 2.94590 -0.7 0.5 -0.2 1.15
H -3.63080 3.39910 1.68971 0.5 -0.2 0.6 0.09
H -3.40760 2.70495 3.36708 0.2 0.5 -0.7 0.07
H -2.41039 4.10817 2.84357 -0.5 -0.7 -0.3 0.08
H -2.42989 1.64270 -0.05727 0.8 0.2 0.4 0.12
H 0.04567 1.01821 -0.50440 -0.1 -0.2 0.4 0.11
H 1.92543 2.29066 -0.57276 0.3 -0.7 0.2 0.12
H 4.44263 2.68304 -0.55552 -0.4 0.4 0.1 0.11
H 3.95907 3.95792 3.57337 -0.2 -0.7 -0.7 0.12
H 1.90139 2.59511 3.69408 0.2 -0.1 -0.4 0.08
H -6.52271 -1.29879 3.58808 0.2 -0.2 0.4 0.09
H -5.44247 -2.62962 4.15705 -0.1 0.4 0.0 0.09
H -5.33233 -1.03651 4.95080 -0.3 -0.1 -0.6 0.11
H -5.80117 0.39425 2.15517 0.5 0.0 0.2 0.10
H -4.62884 1.02515 3.38070 -0.3 -0.4 -0.3 0.09
H -4.07671 0.65089 1.73822 -0.2 0.0 0.3 0.06
H -6.03566 -2.31564 0.97898 -0.1 0.0 0.0 0.10
H -4.90622 -3.58064 0.53952 0.0 -0.1 0.1 0.09
H -5.66497 -3.60267 2.15030 -0.1 0.0 0.0 0.09
H -4.16701 -0.83256 0.14839 0.3 -0.3 0.3 0.10
H -2.51847 -0.94485 0.83920 -0.4 -0.3 0.1 0.08
H -3.22519 -2.29218 -0.12104 0.1 0.2 0.5 0.10
C 0.74925 -0.33560 2.16949 1.5 -4.3 1.1 -0.16
C 1.57173 -0.14834 3.48305 -0.9 -1.2 -0.2 -0.19
C 2.92550 -0.43801 3.56718 0.1 0.5 0.3 -0.02
C 3.64244 0.01592 4.68974 -0.4 -0.4 -0.6 -0.07
C 2.93793 0.63018 5.73978 0.2 -0.5 0.4 -0.10
C 1.53378 0.66266 5.77893 0.4 0.0 -0.7 -0.07
C 0.85271 0.27296 4.61771 -0.1 0.2 0.6 -0.14
C -0.24416 -1.56774 2.55477 -0.7 1.2 -0.1 0.02
C -0.16701 -2.60321 1.64374 0.1 -0.6 -0.2 -0.17
C -0.46363 -3.95136 1.92051 0.5 1.0 -0.9 -0.01
C -0.55665 -4.36338 3.25045 -0.2 -0.1 1.4 -0.09
C -0.67710 -3.39673 4.22663 0.6 -0.5 -0.4 -0.03
C -1.00113 -2.01597 3.76603 -0.8 -0.4 1.6 -0.13
C 0.63397 -2.19639 0.50722 0.3 -0.1 0.3 -0.11
C 1.37055 -1.04695 0.91651 -0.4 -1.1 -1.2 -0.08
C 2.33010 -0.64517 -0.00155 0.3 0.5 -0.3 -0.04
C 2.39614 -1.18626 -1.31052 0.2 -0.7 0.4 -0.06
C 1.73431 -2.40121 -1.58731 -0.3 0.4 -0.1 -0.08
C 0.83254 -2.94140 -0.65964 0.4 0.7 0.3 -0.02
H 3.35706 -0.98784 2.72574 0.3 0.4 0.3 0.12
H 4.73088 -0.15878 4.70579 -0.7 0.3 0.3 0.11
H 3.50188 0.97511 6.60202 -0.1 0.0 -0.1 0.10
H 0.97483 1.00303 6.67057 0.5 -0.2 -0.6 0.12
H -0.25037 0.32693 4.61942 1.0 -0.1 -0.1 0.07
H -0.31621 -4.65419 1.10944 -0.1 -0.1 0.2 0.10
H -0.50226 -5.43040 3.48178 0.1 0.4 0.1 0.11
H -0.53586 -3.54986 5.29938 -0.3 -0.3 -0.4 0.12
H -1.07061 -1.31020 4.59193 0.4 -0.2 -0.1 0.11
H 3.04802 0.09956 0.31137 -0.1 0.2 -0.4 0.09
H 2.98920 -0.67649 -2.09836 -0.1 -0.6 0.8 0.11
H 1.91106 -2.93865 -2.51850 -0.1 0.4 0.0 0.10
H 0.28094 -3.89386 -0.81620 0.6 0.9 0.0 0.12
```
Forces are in eV/Å.